This record from the OMol25 dataset describes C8H8 in the gas phase. The level of theory is wB97M-V/def2-TZVPD.

The geometry in XYZ format:
```
16
C8H8, DFT wB97M-V/def2-TZVPD
C -2.639 -0.078 -0.089
C -1.261 0.115 0.015
C -0.566 -1.203 0.137
C 0.721 -1.582 0.029
C 1.837 -0.759 -0.138
C 1.922 0.659 -0.088
C 0.759 1.559 0.078
C -0.564 1.393 -0.051
H -3.517 0.682 -0.133
H -2.820 -1.157 -0.053
H -1.190 -2.073 0.246
H 0.752 -2.606 0.212
H 2.826 -1.310 -0.246
H 2.837 1.164 0.093
H 1.110 2.397 0.704
H -1.255 2.273 -0.175
```

Summary:
total charge	0
SMILES string	C=C1C=CC=CC=C1
spin multiplicity	1
energy above the lowest of the compared OMol25 structures with the same formula, charge and spin	281.3	kJ/mol
highest occupied orbital energy	-7.30	eV

Löwdin charges, unit e, in atom order: C 0.029; C -0.281; C -0.047; C -0.118; C -0.081; C -0.053; C -0.105; C -0.069; H 0.089; H 0.035; H 0.092; H 0.083; H 0.116; H 0.075; H 0.108; H 0.127

---

This record from the OMol25 dataset describes a molecular structure, C8H8AuF6N3PS. The level of theory is wB97M-V/def2-TZVPD.

The geometry in XYZ format:
```
28
C8H8AuF6N3PS, DFT wB97M-V/def2-TZVPD
Au 0.070 -0.527 0.435
S -0.377 1.855 -0.871
C 1.206 1.503 -1.315
C 2.014 2.370 -2.068
C 3.340 2.003 -2.291
C 3.823 0.825 -1.761
C 2.962 -0.018 -1.027
N 1.700 0.311 -0.842
H 1.605 3.294 -2.447
H 3.989 2.648 -2.869
H 4.854 0.530 -1.900
H 3.310 -0.949 -0.596
F 0.941 0.725 1.651
P 0.229 0.200 3.471
F -0.436 -0.327 4.740
F -0.670 1.443 3.227
F 1.162 -1.037 3.188
F -0.886 -0.625 2.437
F 1.388 1.030 4.048
N -1.844 -3.797 -0.929
C -2.349 -2.953 -1.903
C -1.792 -1.750 -1.688
N -0.954 -1.879 -0.588
C -1.007 -3.134 -0.147
H -2.080 -4.773 -0.821
H -3.051 -3.270 -2.654
H -1.939 -0.831 -2.228
H -0.474 -3.544 0.698
```

Summary:
total charge	+2
spin multiplicity	2
energy above the lowest of the compared OMol25 structures with the same formula, charge and spin	211.5	kJ/mol
highest occupied orbital energy (spin up / spin down)	-17.19 / -17.16	eV
<S²>	1.030

Löwdin charges, unit e, in atom order: Au 1.297; S 0.985; C -0.719; C 0.005; C 0.021; C 0.047; C -0.028; N -0.069; H 0.135; H 0.145; H 0.142; H 0.148; F -0.380; P 0.270; F 0.008; F -0.054; F -0.102; F -0.252; F -0.017; N 0.126; C -0.008; C -0.072; N -0.138; C -0.106; H 0.191; H 0.148; H 0.120; H 0.160

---

This record from the OMol25 dataset describes a molecular structure, C8H8BF3N2OSSeTi. The level of theory is wB97M-V/def2-TZVPD.

The geometry in XYZ format:
```
26
C8H8BF3N2OSSeTi, DFT wB97M-V/def2-TZVPD
Ti -1.827 0.902 -0.331
Se -0.331 2.441 0.671
C 1.175 1.381 0.114
C 1.516 1.348 -1.234
C 2.543 0.514 -1.660
C 3.227 -0.266 -0.744
C 2.894 -0.212 0.605
C 1.868 0.609 1.039
H 0.991 1.972 -1.946
H 2.801 0.478 -2.710
H 4.019 -0.925 -1.077
H 3.420 -0.832 1.318
H 1.585 0.624 2.083
F -3.844 -0.802 -0.323
C -3.699 0.292 0.499
F -3.697 -0.146 1.762
F -4.802 1.035 0.334
O -2.991 2.811 -0.587
S -3.007 2.465 -2.040
N -2.213 1.225 -2.291
B 0.329 -2.919 1.282
C -0.448 -1.704 0.728
N -1.013 -0.774 0.307
H -0.494 -3.751 1.574
H 0.936 -2.497 2.240
H 1.061 -3.269 0.386
```

Summary:
total charge	0
spin multiplicity	1
energy above the lowest of the compared OMol25 structures with the same formula, charge and spin	29.0	kJ/mol
highest occupied orbital energy	-9.57	eV

Löwdin charges, unit e, in atom order: Ti 0.740; Se 0.835; C -0.638; C -0.141; C -0.072; C -0.067; C -0.067; C -0.136; H 0.095; H 0.108; H 0.109; H 0.115; H 0.111; F 0.040; C -0.624; F 0.100; F 0.079; O -0.639; S 0.863; N -0.432; B -0.378; C -0.119; N 0.043; H 0.022; H 0.024; H 0.027

---

This record from the OMol25 dataset describes C8H8Br2F2O in the gas phase. The level of theory is wB97M-V/def2-TZVPD.

The geometry in XYZ format:
```
21
C8H8Br2F2O, DFT wB97M-V/def2-TZVPD
C 1.389 0.476 1.145
C -0.541 1.398 -0.394
C 1.748 1.263 0.035
C 0.804 1.628 -0.850
C 0.910 -0.749 0.956
C -1.119 0.252 -0.130
C 0.272 -1.589 1.950
C -1.388 -0.710 -2.155
O -1.140 -0.954 -0.786
F 3.048 1.658 0.046
F 0.931 2.608 -1.709
Br 1.895 -1.696 -0.396
Br -2.682 0.519 1.074
H 1.205 1.028 2.072
H -0.896 2.327 -0.034
H -0.818 -1.746 1.805
H 0.172 -1.073 2.912
H 0.679 -2.603 2.102
H -0.553 -0.152 -2.548
H -2.342 -0.200 -2.453
H -1.576 -1.684 -2.641
```

Summary:
total charge	0
SMILES string	CO\C(Br)=C/C(F)=C(F)\C=C(\C)Br
spin multiplicity	1
energy above the lowest of the compared OMol25 structures with the same formula, charge and spin	326.6	kJ/mol
highest occupied orbital energy	-8.90	eV

Löwdin charges, unit e, in atom order: C -0.132; C -0.131; C -0.276; C -0.245; C -0.695; C -0.688; C -0.136; C -0.078; O -0.193; F 0.085; F 0.127; Br 0.828; Br 0.709; H 0.154; H 0.113; H 0.072; H 0.094; H 0.086; H 0.088; H 0.115; H 0.105

---

This record from the OMol25 dataset describes 2 unconnected molecules or ions with the total composition C8H8ClNO2. The level of theory is wB97M-V/def2-TZVPD.

The geometry in XYZ format:
```
20
C8H8ClNO2, DFT wB97M-V/def2-TZVPD
C -3.213 0.193 -0.292
C -2.611 1.048 0.617
C -2.453 -0.612 -1.124
C -1.224 1.111 0.707
C -1.066 -0.558 -1.053
C -0.525 0.294 -0.133
C 3.102 -1.166 0.998
C 1.738 0.409 -0.279
N 2.216 -0.151 0.926
O 3.593 -1.731 0.042
O 2.054 -0.197 -1.415
Cl 2.017 2.176 -0.291
H -4.290 0.161 -0.359
H -3.217 1.682 1.245
H -2.929 -1.270 -1.835
H -0.740 1.787 1.389
H -0.439 -1.147 -1.704
H 3.331 -1.454 2.036
H 1.903 0.303 1.771
H 2.754 -0.878 -1.245
```

Summary:
total charge	0
spin multiplicity	1
energy above the lowest of the compared OMol25 structures with the same formula, charge and spin	196.1	kJ/mol
highest occupied orbital energy (spin up / spin down)	-8.60 / -8.60	eV

Löwdin charges, unit e, in atom order: C -0.101; C -0.093; C -0.087; C -0.108; C -0.089; C -0.049; C -0.302; C -0.766; N 0.044; O 0.032; O -0.001; Cl 0.645; H 0.100; H 0.100; H 0.101; H 0.093; H 0.103; H 0.143; H 0.139; H 0.097

---

This record from the OMol25 dataset describes a molecular structure, C8H8CrN2O4S. The level of theory is wB97M-V/def2-TZVPD.

The geometry in XYZ format:
```
24
C8H8CrN2O4S, DFT wB97M-V/def2-TZVPD
Cr 0.207 1.299 0.059
O 1.353 0.901 -2.663
C 0.889 1.038 -1.596
C 0.265 2.894 0.968
O 0.375 3.954 1.435
C -1.056 2.186 -0.985
O -1.720 2.820 -1.726
C 2.013 1.240 0.461
O 3.186 1.310 0.556
H 2.397 5.081 -2.370
H 2.237 5.497 -1.742
C -1.236 -2.205 2.366
N -0.847 -2.291 0.961
C -0.761 -3.356 0.081
C -0.340 -2.867 -1.095
N -0.242 -1.520 -0.956
C -0.564 -1.137 0.305
S -1.104 0.264 1.261
H -0.396 -1.741 2.872
H -2.082 -1.540 2.396
H -1.508 -3.134 2.851
H -1.040 -4.375 0.332
H -0.116 -3.346 -2.033
H 0.091 -0.973 -1.735
```

Summary:
total charge	+2
spin multiplicity	5
energy above the lowest of the compared OMol25 structures with the same formula, charge and spin	77.4	kJ/mol
highest occupied orbital energy (spin up / spin down)	-16.56 / -16.98	eV
<S²>	6.047

Löwdin charges, unit e, in atom order: Cr 0.131; O 0.262; C -0.158; C -0.092; O 0.286; C -0.078; O 0.268; C -0.061; O 0.261; H 0.011; H 0.011; C -0.028; N -0.091; C 0.043; C 0.002; N 0.100; C -0.524; S 0.926; H 0.102; H 0.057; H 0.124; H 0.163; H 0.157; H 0.127